Formula: C3H7N2
Source: the Open Molecules 2025 dataset
Level of theory: the ωB97M-V functional and the def2-TZVPD basis

Each line ends with the Mulliken charge.
Geometry (Å):
C: 1.0108 0.4069 0.0559  0.16
C: -1.5522 0.5022 -0.0001  -0.38
C: -1.2116 -0.9469 -0.0559  -0.36
N: -0.2036 0.0652 0.0936  -0.03
N: 2.1303 -0.2428 0.0741  -0.25
H: 1.1313 2.3493 -0.1419  0.27
H: -1.8393 1.0224 -0.9057  0.28
H: -1.9881 0.9064 0.9051  0.25
H: -1.4048 -1.5757 0.8053  0.26
H: -1.2412 -1.4624 -1.0080  0.29
H: 3.0197 0.2332 0.0400  0.27
H: 2.1488 -1.2578 0.1376  0.25

Output
Calculated total energy ... -227.5992 a.u.
Energy relative to the best compared isomer or geometry (same formula, charge and spin) ... 407.3 kJ/mol
Highest occupied orbital energy ... -15.43 eV
Kohn-Sham gap ... 9.9 eV
Net charge ... +1